The following is a DFT calculation (wB97M-V/def2-TZVPD) of one molecule with the formula CH6NOP at a distorted geometry.

Last column: Mulliken charge in e.
Atoms and positions in Å:
C1 -0.06937 -0.41962 -0.78920  -0.666
N1 -0.86406 -0.09184 0.40148  -0.317
P1 -0.06395 1.12066 1.34958  0.403
O1 -0.74259 1.64803 2.48118  -0.562
H1 0.98447 0.12034 -0.68812  0.272
H2 -0.05402 -1.50093 -0.87163  0.243
H3 -0.49865 -0.00087 -1.75183  0.250
H4 -1.84933 0.03518 0.39283  0.247
H5 0.89165 0.18453 1.55098  0.063
H6 0.41950 1.99371 0.38626  0.066

Forces on atoms 1 to 2 (eV/Å):
0.120 1.668 -0.643
1.098 1.613 0.919

As for the SMILES: CN[PH2]=O. The energy relative to the best compared isomer or geometry (same formula, charge and spin) comes out at 28.6 kcal/mol. As for the HOMO energy: -9.74 eV. The orbital gap is 10.698 eV.